{"formula": "C5H12O2", "method": "ωB97M-V with the def2-TZVPD basis set", "elements": ["C", "C", "O", "C", "C", "O", "C", "H", "H", "H", "H", "H", "H", "H", "H", "H", "H", "H", "H"], "coordinates": [[2.341, 0.670, -1.614], [1.810, -0.058, -0.406], [0.946, 0.854, 0.228], [-0.824, -0.573, 1.126], [-2.241, -0.496, 1.582], [-2.777, -0.654, 0.273], [-1.652, -0.016, -0.289], [2.699, 1.643, -1.261], [1.507, 0.862, -2.301], [3.135, 0.128, -2.128], [2.590, -0.316, 0.319], [1.311, -1.005, -0.686], [-0.436, -1.568, 0.890], [-0.097, -0.143, 1.841], [-2.611, -1.218, 2.301], [-2.405, 0.542, 1.927], [0.058, 0.644, -0.075], [-1.859, 1.075, -0.397], [-1.495, -0.368, -1.330]], "forces_ev_per_angstrom": [[0.199, -0.013, -0.210], [0.342, -0.014, -0.149], [0.407, 0.503, -0.134], [-0.516, -0.179, -0.392], [-0.392, -0.238, 0.501], [-0.750, 0.010, 0.032], [0.187, -0.167, 0.215], [0.141, -0.166, -0.222], [0.248, -0.078, -0.005], [0.020, 0.055, -0.111], [0.064, 0.050, -0.202], [0.011, 0.339, 0.120], [-0.539, -0.032, -0.083], [-0.471, 0.445, -1.064], [-0.233, -0.103, 0.079], [-0.283, -0.325, 0.155], [0.469, 0.477, 0.165], [0.515, -0.327, 0.586], [0.581, -0.237, 0.718]], "lowdin_charge": [-0.091, -0.337, -0.139, -0.088, -0.232, -0.127, -0.156, 0.079, 0.076, 0.071, 0.116, 0.114, 0.108, 0.119, 0.119, 0.127, -0.010, 0.125, 0.125], "e_above_lowest_kcal_mol": 88.1, "lumo_ev": 0.98, "e_homo_ev": -9.797}

{"formula": "C9H14O", "method": "ωB97M-V with the def2-TZVPD basis set", "elements": ["C", "C", "H", "H", "H", "H", "H", "H", "C", "C", "C", "C", "C", "C", "C", "O", "H", "H", "H", "H", "H", "H", "H", "H"], "coordinates": [[2.472, -0.726, 1.527], [3.073, 0.118, 0.479], [1.448, -1.165, 1.504], [3.075, -1.645, 1.613], [2.339, -0.354, 2.535], [2.595, 1.001, 0.039], [4.046, 0.488, 0.655], [3.266, -0.499, -0.437], [-2.473, 0.387, 1.665], [-0.454, 1.055, -1.336], [-0.398, -0.147, -1.959], [-1.013, 1.240, -0.079], [-1.866, 0.223, 0.350], [-1.384, -1.099, -1.635], [-2.177, -0.807, -0.587], [0.491, -0.264, -3.053], [0.116, 1.857, -1.822], [-0.807, 2.081, 0.589], [-1.422, -2.035, -2.207], [0.525, 0.587, -3.574], [-2.319, -0.412, 2.420], [-3.597, 0.071, 1.672], [-3.172, -1.356, -0.437], [-2.364, 1.401, 2.077]], "forces_ev_per_angstrom": [[-1.138, -2.082, 1.791], [-0.251, 0.103, -3.149], [0.314, 0.581, -1.485], [0.036, 0.363, 0.194], [0.897, 0.835, 0.313], [-0.774, -0.206, 0.637], [1.242, 0.206, 1.065], [-0.373, 0.210, 0.607], [-3.547, -1.582, 1.662], [1.804, 2.005, 0.395], [-0.230, 0.077, -1.756], [-0.570, -1.190, -0.074], [0.324, 0.533, -1.370], [1.878, -0.480, -1.547], [-2.491, -0.447, 2.572], [-0.896, 0.388, -0.184], [0.040, -0.149, 0.484], [-0.077, -0.091, -0.579], [-0.398, 0.572, 0.135], [-0.161, -1.330, 1.134], [1.381, 0.578, -0.244], [1.195, 1.338, -0.672], [1.848, 0.345, 0.059], [-0.054, -0.578, 0.011]], "lowdin_charge": [-0.189, -0.185, 0.070, 0.070, 0.054, 0.059, 0.043, 0.083, -0.089, -0.064, -0.306, -0.037, -0.306, -0.029, -0.061, -0.009, 0.121, 0.118, 0.127, 0.123, 0.081, 0.107, 0.139, 0.079], "e_above_lowest_kcal_mol": 44.6, "lumo_ev": 0.82, "e_homo_ev": -8.339, "smiles": "Cc1ccc(O)cc1.CC"}

{"formula": "C29H36BrIrN7OTe", "method": "ωB97M-V with the def2-TZVPD basis set", "elements": ["Ir", "Br", "C", "C", "C", "C", "C", "C", "C", "C", "C", "C", "H", "H", "H", "H", "H", "H", "C", "N", "C", "C", "O", "N", "C", "N", "H", "H", "H", "H", "H", "H", "H", "C", "N", "C", "N", "C", "N", "C", "N", "C", "C", "H", "H", "H", "H", "H", "H", "H", "H", "H", "H", "H", "H", "C", "C", "C", "C", "C", "C", "Te", "C", "C", "C", "H", "H", "H", "H", "H", "H", "H", "H", "H", "H", "H"], "coordinates": [[-0.277, -0.896, -0.743], [-0.975, -2.442, -2.559], [-0.743, -4.050, -1.543], [-1.000, -5.247, -2.135], [-0.801, -6.415, -1.371], [-0.375, -6.320, -0.078], [-0.127, -5.063, 0.528], [0.286, -4.971, 1.879], [0.491, -3.751, 2.455], [0.297, -2.570, 1.708], [-0.071, -2.585, 0.377], [-0.304, -3.870, -0.221], [-1.343, -5.310, -3.159], [-0.993, -7.379, -1.821], [-0.224, -7.215, 0.512], [0.423, -5.882, 2.447], [0.790, -3.681, 3.493], [0.438, -1.624, 2.216], [4.070, 1.288, 1.789], [2.675, 1.200, 1.388], [1.717, 2.285, 1.465], [0.483, 1.653, 0.864], [-0.570, 2.198, 0.660], [0.770, 0.313, 0.586], [2.089, 0.130, 0.875], [2.745, -1.003, 0.633], [4.259, 2.297, 2.144], [4.731, 1.100, 0.940], [4.292, 0.592, 2.599], [2.023, 3.144, 0.862], [1.533, 2.604, 2.492], [2.216, -1.849, 0.473], [3.708, -1.096, 0.912], [-2.164, -0.284, 1.581], [-3.492, -0.029, 2.056], [-4.101, 1.048, 1.271], [-4.201, 0.663, -0.141], [-2.888, 0.433, -0.666], [-2.167, -0.677, 0.104], [-3.067, -1.916, 0.012], [-4.379, -1.644, 0.517], [-4.299, -1.241, 1.922], [-4.995, -0.561, -0.252], [-1.726, -1.117, 2.126], [-1.560, 0.609, 1.679], [-3.493, 1.949, 1.357], [-5.098, 1.254, 1.656], [-2.272, 1.324, -0.575], [-2.946, 0.107, -1.706], [-2.590, -2.705, 0.591], [-3.135, -2.200, -1.035], [-3.850, -2.045, 2.508], [-5.303, -1.053, 2.299], [-5.998, -0.377, 0.130], [-5.068, -0.854, -1.301], [3.742, 5.843, -0.739], [2.963, 4.633, -1.170], [3.603, 3.429, -1.457], [2.901, 2.311, -1.891], [3.646, 1.060, -2.273], [1.507, 2.410, -1.995], [0.443, 0.759, -2.756], [0.829, 3.606, -1.736], [-0.649, 3.781, -1.939], [1.582, 4.699, -1.320], [4.800, 5.619, -0.625], [3.367, 6.235, 0.207], [3.643, 6.641, -1.478], [4.682, 3.369, -1.373], [4.713, 1.169, -2.086], [3.526, 0.847, -3.339], [3.297, 0.180, -1.725], [-1.184, 2.829, -1.972], [-0.842, 4.302, -2.879], [-1.085, 4.368, -1.132], [1.071, 5.635, -1.121]], "forces_ev_per_angstrom": [[0.151, -0.032, -0.059], [-0.005, 0.006, -0.024], [0.002, -0.007, 0.006], [-0.002, -0.005, -0.007], [-0.003, -0.002, -0.002], [0.000, 0.011, 0.002], [-0.003, -0.003, -0.021], [-0.005, -0.006, 0.010], [0.002, 0.012, 0.002], [-0.014, -0.029, -0.017], [-0.020, -0.002, 0.086], [0.021, -0.010, 0.015], [0.000, -0.001, 0.001], [0.000, 0.000, 0.000], [0.002, 0.001, 0.001], [0.000, 0.001, 0.000], [0.000, 0.002, -0.002], [0.004, 0.009, 0.007], [0.010, 0.010, -0.027], [-0.012, -0.021, 0.048], [0.019, 0.014, -0.070], [-0.016, -0.019, 0.020], [0.001, 0.007, -0.022], [0.035, 0.037, -0.021], [-0.037, 0.004, 0.019], [-0.013, -0.017, -0.031], [-0.002, -0.002, 0.006], [0.000, 0.001, -0.003], [-0.001, 0.002, 0.000], [0.008, 0.013, -0.004], [-0.008, -0.010, 0.001], [0.004, 0.002, 0.013], [-0.002, -0.004, 0.007], [0.005, 0.011, 0.013], [-0.008, -0.008, -0.001], [0.003, -0.002, 0.003], [0.014, 0.006, -0.009], [-0.014, -0.009, 0.009], [0.025, 0.057, -0.050], [-0.009, -0.007, 0.005], [-0.002, 0.001, 0.003], [0.000, 0.001, -0.007], [-0.001, -0.005, 0.001], [0.011, -0.010, 0.006], [-0.030, -0.022, -0.005], [-0.001, 0.000, 0.001], [0.000, -0.001, 0.001], [0.012, 0.020, 0.011], [0.000, 0.004, -0.002], [-0.013, 0.005, -0.002], [0.006, 0.002, 0.004], [0.001, 0.001, -0.001], [-0.002, 0.000, 0.000], [-0.001, 0.000, -0.001], [-0.001, 0.000, -0.001], [0.001, 0.005, -0.002], [0.002, -0.013, -0.002], [-0.008, 0.034, 0.009], [-0.041, -0.033, 0.022], [-0.022, -0.003, -0.011], [0.045, 0.048, 0.018], [-0.122, 0.001, 0.038], [-0.001, -0.029, 0.031], [0.014, 0.018, -0.034], [0.015, -0.015, 0.021], [0.002, 0.000, 0.002], [-0.003, 0.004, 0.002], [0.005, -0.003, 0.000], [0.004, 0.003, -0.007], [0.003, -0.003, 0.004], [0.005, 0.002, -0.005], [-0.005, 0.005, 0.001], [-0.006, -0.023, 0.015], [-0.004, -0.007, -0.003], [0.004, 0.002, -0.009], [0.000, -0.001, 0.000]], "mulliken_spin": [-0.020, 0.015, 0.001, 0.016, -0.012, 0.020, -0.021, 0.054, -0.016, 0.090, -0.062, 0.010, 0.000, 0.000, 0.001, 0.001, 0.001, -0.004, 0.001, 0.002, -0.001, 0.008, 0.003, 0.006, 0.005, 0.004, 0.000, 0.000, 0.000, 0.000, 0.000, 0.004, 0.000, 0.002, 0.005, 0.001, -0.004, 0.018, 0.017, -0.002, 0.007, 0.001, 0.001, -0.004, -0.001, 0.000, 0.000, -0.011, 0.003, 0.000, 0.003, 0.000, 0.000, 0.000, 0.000, 0.001, 0.003, 0.007, -0.064, 0.071, -0.012, 0.829, -0.003, 0.031, 0.003, 0.000, 0.000, 0.000, 0.000, 0.004, -0.006, -0.018, 0.013, -0.003, 0.002, -0.001], "multiplicity": 2, "e_above_lowest_kcal_mol": 9.2, "lumo_ev": [-6.95, -8.50], "e_homo_ev": [-13.551, -13.682], "charge": 2}

{"formula": "C19H22N2O6", "method": "ωB97M-V with the def2-TZVPD basis set", "elements": ["C", "C", "H", "H", "O", "C", "O", "C", "C", "N", "C", "O", "N", "H", "C", "C", "H", "H", "H", "H", "H", "C", "H", "H", "O", "C", "O", "C", "C", "C", "C", "C", "C", "C", "C", "H", "H", "H", "O", "C", "H", "H", "H", "H", "H", "H", "H", "H", "H"], "coordinates": [[-7.208, 2.044, 0.708], [-6.415, 1.937, -0.587], [-7.078, 1.799, -1.444], [-5.803, 2.834, -0.728], [-5.565, 0.792, -0.590], [-4.380, 0.919, 0.039], [-4.021, 1.951, 0.566], [-3.609, -0.316, 0.008], [-2.357, -0.388, 0.518], [-1.687, -1.576, 0.530], [-2.297, -2.809, 0.313], [-1.713, -3.843, 0.545], [-3.578, -2.731, -0.103], [-4.010, -3.616, -0.323], [-4.200, -1.540, -0.655], [-4.001, -1.472, -2.175], [-2.942, -1.398, -2.410], [-4.513, -0.600, -2.569], [-4.407, -2.363, -2.650], [-5.272, -1.591, -0.438], [-0.763, -1.606, 0.942], [-1.623, 0.790, 1.104], [-1.672, 1.630, 0.402], [-2.094, 1.097, 2.041], [-0.271, 0.487, 1.404], [0.624, 0.662, 0.398], [0.308, 1.026, -0.707], [1.978, 0.345, 0.856], [3.022, 0.459, 0.023], [4.414, 0.191, 0.321], [5.362, 0.433, -0.669], [6.718, 0.201, -0.446], [7.129, -0.285, 0.791], [6.186, -0.530, 1.778], [4.845, -0.299, 1.559], [4.133, -0.500, 2.342], [6.515, -0.910, 2.734], [8.170, -0.478, 0.998], [7.544, 0.480, -1.489], [8.926, 0.267, -1.331], [9.151, -0.786, -1.128], [9.340, 0.889, -0.531], [9.378, 0.554, -2.279], [5.064, 0.810, -1.635], [2.809, 0.792, -0.986], [2.061, 0.032, 1.884], [-6.528, 2.193, 1.543], [-7.781, 1.135, 0.875], [-7.888, 2.889, 0.651]], "forces_ev_per_angstrom": [[0.300, -0.159, -0.252], [-0.228, 0.505, 0.131], [0.115, 0.031, 0.076], [-0.131, -0.148, -0.070], [0.072, -0.303, -0.039], [0.278, 0.084, 0.150], [-0.097, 0.113, -0.001], [0.007, -0.347, 0.094], [-0.462, 0.291, -0.144], [0.318, 0.123, 0.032], [-0.012, -0.043, 0.117], [0.269, -0.326, 0.027], [-0.389, -0.103, 0.019], [0.184, 0.007, 0.092], [0.004, 0.257, -0.337], [-0.140, -0.013, 0.245], [0.118, -0.001, -0.020], [-0.050, 0.090, -0.108], [-0.044, -0.097, -0.100], [0.219, -0.005, 0.001], [-0.205, -0.117, -0.060], [-0.310, 0.575, -0.206], [-0.017, -0.209, 0.244], [0.099, -0.058, -0.143], [0.214, -0.268, 0.244], [-0.100, 0.195, -0.486], [-0.031, -0.066, 0.153], [0.487, -0.015, -0.121], [-0.844, 0.072, 0.106], [0.767, -0.126, 0.104], [-0.062, -0.026, 0.108], [-0.030, -0.054, 0.159], [0.216, 0.085, -0.309], [-0.169, 0.007, 0.054], [-0.026, 0.020, -0.048], [-0.080, -0.030, 0.102], [0.017, -0.029, 0.070], [0.098, -0.004, -0.023], [-0.355, 0.039, 0.004], [0.236, -0.039, 0.032], [-0.013, 0.045, 0.007], [-0.022, -0.036, -0.022], [0.013, -0.034, 0.090], [-0.063, 0.049, -0.130], [-0.075, 0.028, -0.064], [0.118, -0.042, 0.104], [0.000, 0.037, 0.075], [-0.094, -0.049, 0.026], [-0.099, 0.091, 0.018]], "lowdin_charge": [-0.061, -0.215, 0.124, 0.122, -0.020, -0.440, 0.096, -0.050, -0.120, 0.191, -0.533, 0.074, 0.130, 0.155, -0.294, -0.023, 0.089, 0.076, 0.077, 0.147, 0.158, -0.084, 0.138, 0.150, -0.012, -0.488, 0.123, 0.020, -0.001, -0.211, 0.053, -0.268, -0.019, -0.071, -0.036, 0.104, 0.107, 0.102, -0.080, -0.088, 0.096, 0.096, 0.094, 0.128, 0.126, 0.111, 0.074, 0.077, 0.077], "e_above_lowest_kcal_mol": 18.6, "lumo_ev": -0.21, "e_homo_ev": -8.678, "smiles": "CCOC(=O)C1=C(COC(=O)/C=C/c2cccc(OC)c2)NC(=O)N[C@@H]1C"}

Across the entries above, electronic energy takes the values -9471.316 -11605.701 -123296.977 -35326.130 eV, respectively.